[1]
Entry from OMol25: a cluster of 2 separate species, H3O2PS in total in a non-equilibrium geometry (ωB97M-V/def2-TZVPD).

## Properties
ΔE to the lowest compared entry with this formula, charge and spin   2.1 kcal/mol
2S+1   3
E   -891.7457 Ha
Maximum force   3.5 eV/Å
Frontier orbital gap (spin up / spin down)   0.295 / 0.265 hartree

Atoms and positions in Å:
O: 1.41680 0.72092 0.29044
O: -0.55137 -1.52724 -0.58286
P: -1.35925 -0.54427 0.52192
S: -1.89189 0.91401 -0.64541
H: 1.98734 1.45298 0.45132
H: -0.10963 -2.18580 -0.05085
H: 0.50801 1.16940 0.01543

Cartesian forces, eV/Å:
-3.329 0.566 -1.042
-0.638 0.623 0.509
0.620 -2.104 0.687
-0.711 1.842 -1.279
0.737 0.903 0.209
0.455 -0.512 0.112
2.866 -1.319 0.803



[2]
Entry from OMol25: a structure of composition C32H44GaIN2O2SSi (ωB97M-V/def2-TZVPD).

## Properties
ΔE to the lowest compared entry with this formula, charge and spin   19.5 kcal/mol
E   -4415.9874 Ha
Maximum force   0.6 eV/Å
Frontier orbital gap   0.266 hartree

Atoms and positions in Å:
Ga: 0.38538 -0.17214 0.32948
C: -3.19284 -2.54292 1.64960
C: -1.87506 -3.22830 1.82163
N: -1.82263 -4.32794 2.53527
C: -0.64098 -4.94328 2.71482
C: 0.54865 -4.47708 2.21359
C: 1.81163 -5.25223 2.46715
O: 2.71049 -4.46652 3.24892
C: 0.51878 -3.28545 1.45157
C: 1.76161 -2.76825 0.92008
N: 1.97433 -1.75239 0.13610
C: 3.30274 -1.78249 -0.41400
C: 3.78209 -3.00382 -0.89653
C: 5.07730 -3.14731 -1.35517
C: 5.93213 -2.05731 -1.36236
C: 5.45932 -0.82272 -0.95280
C: 4.15314 -0.68070 -0.50109
I: 3.49595 1.23469 -0.09615
C: -0.71070 -2.66794 1.22433
O: -0.81890 -1.61625 0.45034
H: -3.97757 -3.17548 2.05612
H: -3.39318 -2.32632 0.60303
H: -3.20037 -1.58590 2.17552
H: -0.66450 -5.85606 3.29716
H: 2.29244 -5.52711 1.51883
H: 1.55257 -6.18061 2.98207
H: 3.25275 -5.05195 3.78488
H: 2.63166 -3.33918 1.23319
H: 3.10797 -3.85058 -0.92959
H: 5.41122 -4.11059 -1.71516
H: 6.95095 -2.15643 -1.70885
H: 6.09846 0.04619 -0.99771
S: 1.02301 -0.01312 2.51371
C: -0.08426 1.13942 3.27952
C: -1.45471 0.89896 3.33181
C: -2.30162 1.77960 3.98379
C: -1.78817 2.90970 4.60548
C: -0.42358 3.15249 4.56150
C: 0.42361 2.27709 3.89913
H: -1.85222 0.00749 2.85988
H: -3.36398 1.57786 4.01369
H: -2.44693 3.59072 5.12709
H: -0.01437 4.03168 5.04082
H: 1.48694 2.47083 3.85244
C: -3.38929 1.53515 -2.41488
C: -2.51224 0.77886 -1.40294
C: -3.07355 1.03649 0.00484
C: -2.73912 -0.71342 -1.71053
Si: -0.63103 1.31429 -1.41959
C: -0.42455 3.13812 -0.75197
C: -0.41103 3.13100 0.78036
C: -1.54450 4.08173 -1.21724
C: 0.89137 3.80103 -1.18183
C: 0.12781 1.11148 -3.18798
C: -0.30865 2.25258 -4.12255
C: -0.32672 -0.20494 -3.83407
C: 1.65934 1.07061 -3.17532
H: -4.43025 1.22830 -2.26765
H: -3.12903 1.28156 -3.44163
H: -3.35469 2.61376 -2.31409
H: -4.08710 0.62799 0.06466
H: -3.13392 2.09640 0.24539
H: -2.48692 0.54409 0.78440
H: -3.76292 -0.96697 -1.41477
H: -2.07124 -1.37503 -1.17417
H: -2.66040 -0.92757 -2.77126
H: -1.23231 2.57516 1.22742
H: -0.47473 4.15856 1.15415
H: 0.51954 2.70739 1.16640
H: -2.50780 3.83184 -0.77799
H: -1.65968 4.10262 -2.29954
H: -1.30002 5.09919 -0.89688
H: 1.75872 3.21455 -0.90617
H: 0.97850 4.76346 -0.66706
H: 0.95150 3.99951 -2.24870
H: -1.38828 2.37547 -4.16932
H: 0.03689 2.02769 -5.13703
H: 0.12094 3.21116 -3.84411
H: -1.36787 -0.17225 -4.14407
H: -0.19301 -1.06691 -3.17746
H: 0.27204 -0.37880 -4.73354
H: 2.11253 1.95943 -2.74432
H: 2.01770 0.98610 -4.20611
H: 2.03539 0.20200 -2.62593

Cartesian forces, eV/Å:
0.155 0.012 -0.368
-0.048 -0.019 0.024
0.029 0.024 -0.048
-0.003 -0.051 0.031
0.102 0.001 -0.039
-0.072 -0.024 0.086
-0.008 0.000 -0.002
-0.001 0.000 0.046
0.196 0.192 0.142
-0.163 -0.108 0.011
0.148 -0.015 0.091
-0.112 0.108 0.003
-0.069 -0.062 -0.006
0.053 -0.007 -0.019
-0.016 -0.003 0.017
-0.076 -0.071 -0.056
-0.114 -0.067 -0.134
0.136 0.208 0.416
0.147 0.123 -0.292
-0.401 -0.267 0.297
-0.014 0.006 0.015
-0.009 0.007 -0.081
-0.013 0.017 -0.002
-0.012 -0.036 0.034
-0.029 -0.014 0.021
-0.013 0.041 -0.009
0.029 0.023 -0.038
0.038 -0.079 -0.178
0.000 0.014 0.016
0.014 -0.016 -0.011
0.026 0.001 -0.021
0.037 0.044 0.015
0.183 0.194 0.071
-0.079 -0.108 0.067
-0.003 -0.139 0.004
-0.004 0.058 0.010
-0.049 -0.018 -0.013
0.019 0.012 -0.023
0.007 -0.017 0.028
0.052 0.012 0.068
-0.046 -0.007 0.000
-0.014 0.025 -0.003
0.016 0.028 0.021
0.034 0.001 0.017
0.001 -0.028 0.032
0.051 0.020 -0.005
0.034 -0.027 0.001
-0.011 0.022 -0.045
-0.048 0.023 0.123
-0.019 0.007 -0.130
0.070 0.025 -0.014
-0.024 -0.039 0.051
-0.060 0.043 0.001
-0.017 -0.045 -0.010
0.041 -0.047 -0.017
0.019 -0.011 0.022
-0.002 -0.030 0.054
-0.029 -0.018 0.000
0.038 -0.018 -0.063
0.016 0.128 0.029
-0.055 0.013 -0.001
0.020 0.054 0.030
-0.001 0.000 -0.061
-0.041 -0.005 -0.012
0.042 -0.033 0.036
0.019 -0.002 -0.103
-0.048 -0.010 -0.003
0.025 0.033 0.001
-0.016 -0.036 -0.044
-0.053 -0.021 0.017
0.018 -0.010 -0.105
0.002 0.035 0.031
0.162 -0.121 0.051
-0.006 0.029 0.004
-0.023 0.006 -0.064
-0.107 -0.029 0.017
0.012 0.001 -0.031
0.030 0.053 0.030
-0.087 0.009 0.009
0.011 -0.030 0.044
0.006 -0.014 -0.032
-0.010 0.047 0.017
0.023 -0.018 -0.043
-0.035 0.020 -0.023



Q: maximum force of number 2 (C32H44GaIN2O2SSi)?
A: 0.6 eV/Å